Entry 1:
# C17H24InN6O14

C17H24InN6O14 as an isolated structure in a non-equilibrium geometry (ωB97M-V/def2-TZVPD, the OMol25 dataset).

Atoms and positions in Å:
In (1.0839, 2.3862, 2.7752)
N (-0.8751, 0.4160, 0.4913)
O (-1.5995, 0.2896, -0.4831)
O (-1.2167, 0.0501, 1.6343)
O (0.2536, 1.0141, 0.3957)
C (3.5132, -1.3230, 0.3943)
C (2.6515, -0.1609, 0.9491)
O (2.5551, -0.0764, 2.1880)
H (3.1751, -1.7036, -0.5641)
H (3.5536, -2.1202, 1.1340)
H (4.5148, -0.8960, 0.2731)
H (1.5829, -0.5095, 0.6151)
H (2.7850, 0.8195, 0.4569)
C (-0.2959, -2.4467, -1.0849)
N (-1.7749, -2.5908, -0.9419)
O (-2.2046, -3.0402, 0.0931)
O (-2.4258, -2.2266, -1.8878)
H (-0.1497, -1.7665, -1.9203)
H (0.0972, -3.4168, -1.3722)
H (0.1533, -1.9596, -0.2241)
C (-4.7019, 0.0803, -0.3283)
N (-5.4763, -0.6856, -1.3375)
O (-5.7180, -1.8469, -1.1177)
O (-5.8329, -0.0605, -2.3218)
H (-5.3335, 0.3233, 0.5205)
H (-4.3952, 0.9977, -0.8093)
H (-3.8778, -0.5685, -0.0601)
C (-2.5410, 2.3220, -2.9158)
N (-2.7292, 3.0714, -4.1918)
O (-3.5259, 2.6394, -4.9723)
O (-2.1152, 4.1314, -4.3085)
H (-2.5208, 1.2557, -3.1116)
H (-3.3782, 2.6022, -2.2849)
H (-1.5995, 2.6430, -2.4867)
C (3.0955, 2.7346, -4.5861)
C (2.1930, 2.1680, -3.6949)
C (2.2797, 2.4371, -2.3486)
C (3.1818, 3.3902, -1.9200)
C (3.9896, 4.0810, -2.8011)
C (3.9631, 3.7300, -4.1330)
N (3.3380, 3.6245, -0.4867)
O (2.4629, 3.1687, 0.2566)
O (4.2780, 4.2589, -0.1049)
H (3.1723, 2.4286, -5.6199)
H (1.4826, 1.4657, -4.1144)
H (1.7218, 1.8152, -1.6622)
H (4.7467, 4.7855, -2.4865)
H (4.5482, 4.2725, -4.8637)
C (-0.5861, -4.8321, 4.1699)
C (-1.0152, -4.4006, 5.4143)
C (-0.9665, -3.0512, 5.7399)
C (-0.4044, -2.1635, 4.8503)
C (0.1086, -2.5938, 3.6445)
C (-0.1009, -3.9108, 3.2624)
N (-0.2316, -0.7789, 5.2788)
O (0.3608, -0.0050, 4.5373)
O (-0.6306, -0.4742, 6.3697)
H (-0.6999, -5.8783, 3.9214)
H (-1.3422, -5.0833, 6.1862)
H (-1.2106, -2.7464, 6.7476)
H (0.6172, -1.8784, 3.0149)
H (0.0166, -4.2076, 2.2316)

Cartesian forces (eV/Å) of the 3 atoms listed first:
In -0.3 -0.1 0.0
N -2.7 -0.7 1.6
O 1.0 0.2 0.1

## Properties
E_tot: -2233.1627 hartree
HOMO-LUMO gap: 3.177 eV
charge: +1

=====

Entry 2:
# C17H24IrN10S

C17H24IrN10S as an isolated structure (ωB97M-V/def2-TZVPD, the OMol25 dataset).

Atoms and positions in Å:
Ir (-0.0177, -0.1208, -0.5344)
C (-0.0333, 2.7577, 4.4270)
C (0.7121, 3.5730, 3.3837)
N (0.2388, 3.3149, 2.0244)
C (0.4946, 2.1748, 1.3728)
S (0.1540, 2.1438, -0.3677)
N (1.0404, 1.1570, 1.9728)
N (1.2542, 0.1793, 1.0322)
C (2.3487, -0.4968, 1.0474)
C (3.3388, -0.4251, 2.1578)
C (2.6204, -1.1821, -0.2260)
C (3.7283, -1.9707, -0.4688)
C (3.9530, -2.4394, -1.7563)
C (3.0669, -2.1074, -2.7666)
C (1.9633, -1.3304, -2.4606)
N (1.7511, -0.8743, -1.2229)
H (0.2970, 3.0556, 5.4218)
H (0.1472, 1.6913, 4.3030)
H (-1.1069, 2.9414, 4.3592)
H (1.7849, 3.3735, 3.4336)
H (0.5597, 4.6357, 3.5640)
H (-0.0269, 4.1034, 1.4583)
H (2.8384, -0.1338, 3.0766)
H (4.1022, 0.3245, 1.9363)
H (3.8340, -1.3834, 2.3023)
H (4.4100, -2.2119, 0.3330)
H (4.8158, -3.0572, -1.9648)
H (3.2117, -2.4488, -3.7809)
H (1.2124, -1.0766, -3.1966)
C (-0.9279, 0.9836, -3.7608)
C (-1.4000, -0.3676, -3.3127)
C (-2.2024, -1.2794, -3.9601)
C (-2.3458, -2.4039, -3.1008)
C (-1.6347, -2.1327, -1.9592)
C (-1.3496, -2.9956, -0.7703)
N (-1.0538, -0.8912, -2.0870)
H (-1.7194, 1.5233, -4.2797)
H (-0.0820, 0.9145, -4.4496)
H (-0.6094, 1.5902, -2.9125)
H (-2.6396, -1.1484, -4.9372)
H (-2.8892, -3.3142, -3.3010)
H (-2.0844, -3.7957, -0.6977)
H (-1.3916, -2.4332, 0.1742)
H (-0.3628, -3.4672, -0.8288)
N (-3.9758, 0.8281, 2.8636)
N (-3.3614, 0.6019, 1.6515)
N (-4.0496, 0.3327, 0.5656)
C (-3.0875, 0.0762, -0.3059)
N (-1.8868, 0.1846, 0.2811)
N (-2.0793, 0.5323, 1.5432)
H (-4.8996, 1.1998, 2.6730)
H (-3.4141, 1.4886, 3.3887)
H (-3.2468, -0.1936, -1.3379)

Cartesian forces (eV/Å) of the 3 atoms listed first:
Ir 0.0 -0.6 0.4
C 0.0 0.0 0.1
C 0.0 0.0 0.0

## Properties
E_tot: -1712.0409 hartree
HOMO-LUMO gap: 5.748 eV
charge: +1

=====

Entry 3:
# C17H24IrN4O3

C17H24IrN4O3 as an isolated structure in a non-equilibrium geometry (ωB97M-V/def2-TZVPD, the OMol25 dataset).

Atoms and positions in Å:
Ir (-0.0775, -0.0819, -0.6677)
C (-1.1719, 2.9941, 3.4685)
N (-0.9942, 1.6436, 2.8989)
C (-1.3518, 0.5320, 3.8056)
C (-0.6223, 1.4414, 1.6764)
O (-0.5276, 0.2413, 1.2059)
C (-0.2595, 2.5797, 0.7456)
O (0.2010, 1.9873, -0.4883)
C (1.4265, 2.5203, -1.0505)
C (2.3627, 1.3662, -1.3346)
O (1.8621, 0.1853, -1.2637)
N (3.5967, 1.5630, -1.6644)
C (4.5223, 0.4428, -1.9276)
C (4.1872, 2.9083, -1.8114)
H (-0.8023, 2.9801, 4.4902)
H (-2.2323, 3.2433, 3.4752)
H (-0.6212, 3.7447, 2.9096)
H (-0.7590, 0.6364, 4.7114)
H (-1.1479, -0.4211, 3.3348)
H (-2.4087, 0.6145, 4.0546)
H (0.5223, 3.2015, 1.1787)
H (-1.1273, 3.2085, 0.5393)
H (1.8767, 3.2217, -0.3508)
H (1.1745, 3.0519, -1.9693)
H (4.1249, -0.4747, -1.5126)
H (5.4740, 0.6866, -1.4618)
H (4.6595, 0.3434, -3.0031)
H (3.4238, 3.6709, -1.9337)
H (4.8106, 2.9035, -2.7022)
H (4.8076, 3.1249, -0.9431)
N (-2.0832, -0.1705, -1.1012)
C (-2.5760, -1.5245, -0.7971)
C (-3.8716, -1.8825, -0.5654)
C (-4.1790, -3.2534, -0.3973)
C (-3.2033, -4.2114, -0.4651)
C (-1.8460, -3.8457, -0.6568)
C (-0.7598, -4.7479, -0.6820)
C (0.5277, -4.2774, -0.8145)
C (0.7580, -2.9078, -0.8779)
N (-0.2479, -2.0249, -0.8746)
C (-1.5520, -2.4862, -0.7981)
H (-2.7195, 0.5562, -0.7760)
H (-2.0331, -0.0775, -2.1193)
H (-4.6652, -1.1446, -0.5398)
H (-5.2082, -3.5406, -0.2325)
H (-3.4543, -5.2580, -0.3484)
H (-0.9448, -5.8108, -0.5786)
H (1.3712, -4.9520, -0.8436)
H (1.7584, -2.4999, -0.9416)

Cartesian forces (eV/Å) of the 3 atoms listed first:
Ir 1.0 1.8 -1.4
C 0.0 -0.1 0.0
N -0.1 0.1 0.1

## Properties
E_tot: -1210.2995 hartree
HOMO-LUMO gap: 6.988 eV
charge: +3

=====

Entry 4:
# C17H24N2O2

C17H24N2O2 as an isolated structure in a non-equilibrium geometry (ωB97M-V/def2-TZVPD, the OMol25 dataset).

Atoms and positions in Å:
C (-2.9173, -4.1975, 2.0637)
H (-3.9414, -4.5142, 1.4858)
O (-2.1903, -3.4070, 1.3207)
C (-2.7216, -2.0017, 1.0870)
C (-4.0781, -1.5588, 1.3534)
C (-4.4403, -0.2359, 1.2976)
C (-3.6605, 0.7850, 0.7169)
C (-2.3677, 0.1935, 0.0894)
C (-1.8154, -1.0479, 0.3400)
O (-0.6696, -1.2345, -0.0620)
C (0.4466, -2.2634, 0.6154)
H (0.2690, -2.1689, 1.5547)
C (1.5481, -1.6773, 0.0691)
C (2.1201, -0.4761, 0.8838)
C (3.4246, 0.0706, 0.2430)
H (3.7867, 1.0246, 1.1144)
H (4.0520, -0.5848, 0.4937)
C (3.4481, 0.7003, -1.0251)
C (2.4679, 1.5669, -1.2953)
C (1.3271, 1.7106, -1.8305)
N (0.7733, 2.9344, -1.9566)
N (1.7213, 3.8342, -1.0766)
C (2.6958, 3.0076, -0.7764)
C (3.8369, 3.7416, 0.0528)
H (3.7565, 4.5537, -0.3487)
H (4.6442, 3.2866, -0.4951)
H (3.5781, 3.5127, 0.9121)
H (-0.0491, 3.1153, -2.2167)
C (0.5918, 0.6955, -2.5575)
H (0.0402, -0.0546, -1.8358)
H (-0.1741, 0.8788, -3.2963)
H (1.2327, -0.0040, -3.3700)
H (3.2139, -0.2463, -1.7243)
H (4.3888, 1.0554, -1.3674)
H (2.0617, -0.4504, 1.8928)
H (1.4192, 0.1668, 0.6561)
H (1.7280, -1.7796, -1.0314)
H (2.4189, -2.4543, 0.8012)
H (0.1034, -3.1947, 0.2483)
H (-1.5783, 0.9603, -0.2275)
H (-4.1370, 1.6360, 0.5776)
H (-5.2489, 0.0125, 1.8168)
H (-4.5019, -2.2343, 2.0280)
H (-3.1673, -3.7344, 2.9722)
H (-2.1527, -5.0978, 1.9184)

Cartesian forces (eV/Å) of the 3 atoms listed first:
C -1.9 -5.2 -2.2
H 2.0 0.5 1.4
O 1.2 7.6 -3.6

## Properties
E_tot: -921.6288 hartree
HOMO-LUMO gap: 8.539 eV
charge: 0

=====

Entry 5:
# C17H24N2O3

A single C17H24N2O3 molecule in a non-equilibrium geometry (ωB97M-V/def2-TZVPD, the OMol25 dataset).

Atoms and positions in Å:
C (-3.2530, -2.4832, -1.5107)
C (-3.0726, -2.2735, -0.0018)
N (-3.5805, -1.0443, 0.5674)
C (-5.0200, -0.9404, 0.7065)
C (-5.8113, -0.3598, -0.4730)
C (-2.9031, 0.1531, 0.1128)
C (-3.0168, 1.2854, 1.1365)
C (-2.0370, 2.4180, 0.8238)
N (-0.6632, 1.9977, 0.9509)
C (0.1693, 1.8712, -0.1154)
O (-0.1576, 2.1943, -1.2434)
C (1.5023, 1.3316, 0.2238)
C (2.4284, 1.1864, -0.7310)
C (3.7783, 0.6803, -0.5909)
C (4.6097, 0.6807, -1.7125)
C (5.9196, 0.2197, -1.6718)
C (6.3785, -0.2506, -0.4644)
C (5.5585, -0.2614, 0.6678)
C (4.2683, 0.1936, 0.6350)
O (6.2587, -0.7796, 1.7264)
C (7.5402, -1.0934, 1.2275)
O (7.6053, -0.7589, -0.1425)
H (-2.7155, -3.3772, -1.8183)
H (-4.3012, -2.6134, -1.7665)
H (-2.8558, -1.6363, -2.0645)
H (-3.5477, -3.1018, 0.5329)
H (-2.0013, -2.3071, 0.2257)
H (-5.3939, -1.9436, 0.9249)
H (-5.2205, -0.3200, 1.5881)
H (-6.8741, -0.4143, -0.2481)
H (-5.5537, 0.6827, -0.6409)
H (-5.6249, -0.9125, -1.3888)
H (-3.2617, 0.5147, -0.8630)
H (-1.8463, -0.1010, -0.0058)
H (-2.8108, 0.8821, 2.1306)
H (-4.0270, 1.6946, 1.1406)
H (-2.1606, 2.7525, -0.2090)
H (-2.2188, 3.2632, 1.4971)
H (-0.3727, 1.6513, 1.8513)
H (1.6816, 1.0710, 1.2564)
H (2.1367, 1.4891, -1.7297)
H (4.2204, 1.0562, -2.6465)
H (6.5518, 0.2268, -2.5436)
H (3.6592, 0.1705, 1.5216)
H (8.3028, -0.5234, 1.7821)
H (7.7319, -2.1713, 1.3525)

Cartesian forces (eV/Å) of the 3 atoms listed first:
C 0.0 0.0 0.3
C 0.0 -0.1 -0.1
N 0.1 0.0 0.0

## Properties
E_tot: -997.3921 hartree
HOMO-LUMO gap: 8.314 eV
charge: 0
SMILES: CCN(CC)CCCNC(=O)/C=C/c1ccc2c(c1)OCO2